C11H12BF4MgNO6 | wB97M-V/def2-TZVPD

F_max: 0.66 eV/Å
LUMO energy: 0.16424 Eh
calculated total energy: -42382.313 eV
HOMO energy: -2.577 eV

The geometry in ORCA input format:
```
! RIJCOSX wB97M-V def2-TZVPD def2/J DEFGRID3
* xyz -2 1
Mg -0.41783 0.17749 -0.23912
O -2.11024 0.46678 5.65282
C -1.62032 0.34039 4.37692
C -1.65917 -0.87297 3.70390
C -1.16177 -0.90849 2.41706
N -0.64015 0.17518 1.85008
C -0.62448 1.34651 2.48633
C -1.09948 1.47606 3.77552
C -0.10369 2.51113 1.62906
O 0.17510 3.55625 2.22278
O 0.03223 2.19845 0.41099
C -1.20971 -2.13799 1.49651
O -1.47554 -3.21990 2.02913
O -0.89681 -1.86751 0.30201
H -2.48198 -0.38257 5.90984
H -2.07247 -1.77681 4.13666
H -1.07730 2.43655 4.26950
C 0.74986 1.67138 -3.16067
C 1.05478 0.19275 -2.87430
C 0.11737 -0.68519 -3.71608
C 2.50322 -0.10154 -3.28227
O 0.90398 -0.08669 -1.53291
H 0.97119 1.93491 -4.20297
H 1.34962 2.29885 -2.49681
H -0.30360 1.90040 -2.97241
H 0.19576 -0.46085 -4.78772
H -0.92300 -0.53376 -3.41648
H 0.36187 -1.73927 -3.55774
H 2.68571 0.06379 -4.35156
H 2.73585 -1.14183 -3.03878
H 3.17618 0.54352 -2.71019
F -2.27088 0.62484 -0.77603
B -3.55072 0.94785 -1.44801
F -4.01761 -0.21854 -2.04353
F -4.42080 1.40451 -0.46192
F -3.28132 1.93115 -2.39655
*
```